(1)
19
Properties=species:S:1:pos:R:3 method="wB97M-V/def2-TZVPD" largest_force_ev_per_a=3.68 multiplicity=1 energy_ev=-15472.47808 lumo_energy_ha=-0.097 e_above_lowest_kcal_mol=56.66 gap_ev=6.4
C 0.0945 -0.3303 1.5719
C 1.7609 -1.0278 -0.2322
C 1.4518 -0.1709 -2.4078
C -0.8796 0.3667 0.6809
C -0.9798 1.8254 0.7620
C -1.8748 -0.4230 -0.0503
N 1.1876 -0.9476 1.0820
N 1.1405 -0.2444 -1.1172
O -0.1974 -0.3315 2.7545
O 2.7098 -1.7603 -0.3794
O 0.8968 0.4825 -3.2531
H 2.3480 -0.7964 -2.6667
H -2.0079 2.1692 0.6545
H -0.4174 2.2490 -0.0782
H -0.5392 2.2069 1.6818
H -1.6780 -1.4895 0.0074
H -1.8643 -0.1116 -1.0985
H -2.8844 -0.2110 0.3121
H 1.7329 -1.4556 1.7762


(2)
19
Properties=species:S:1:pos:R:3 method="wB97M-V/def2-TZVPD" smiles=c1n[nH]nc1C[C@H]1CO1.O largest_force_ev_per_a=4.32 multiplicity=1 energy_ev=-13892.13230 lumo_energy_ha=0.028 e_above_lowest_kcal_mol=102.60 gap_ev=10.5
C -1.4961 -0.7563 1.2571
N -2.8186 -0.8976 1.2968
N -3.2728 0.1729 0.6864
N -2.3600 0.9939 0.2138
C -1.2042 0.4637 0.6134
C 0.1259 1.0666 0.2992
C 0.6550 0.6590 -1.0602
C 2.0671 0.2489 -1.1938
O 0.7715 -0.7268 -1.3540
H -0.8167 -1.5837 1.4457
H -4.2609 0.3965 0.6563
H 0.8399 0.7940 1.0879
H 0.0473 2.1629 0.3180
H 0.1967 1.2057 -1.8909
H 2.5336 0.2977 -2.1825
H 2.7490 0.6750 -0.4501
O 2.1392 -1.5598 0.4556
H 1.2204 -1.5889 -0.2645
H 2.8837 -2.0236 0.0657


(3)
14
Properties=species:S:1:pos:R:3 method="wB97M-V/def2-TZVPD" smiles=C1CSCS1.O largest_force_ev_per_a=2.01 multiplicity=1 energy_ev=-26958.28411 lumo_energy_ha=0.019 e_above_lowest_kcal_mol=7.48 gap_ev=9.2
C -1.5665 1.3147 -1.4695
C -0.8615 0.5024 -2.5901
S -0.1658 -0.9996 -2.0576
C 0.3446 -0.3801 -0.4267
S -0.6568 1.0507 0.0938
H -1.4798 2.3852 -1.7378
H -2.6438 1.0767 -1.3787
H -0.0306 1.1574 -2.9156
H -1.4489 0.2323 -3.4887
H 0.2429 -1.0937 0.4135
H 1.3975 -0.0392 -0.4531
O 2.0838 -1.6499 5.6704
H 2.6170 -1.0347 5.1176
H 2.1678 -2.5220 5.2224


(4)
17
Properties=species:S:1:pos:R:3 method="wB97M-V/def2-TZVPD" smiles="CN/C=C/[NH2+]C" largest_force_ev_per_a=7.22 multiplicity=1 energy_ev=-7295.37950 lumo_energy_ha=-0.130 e_above_lowest_kcal_mol=128.41 total_charge=+1 gap_ev=9.9
C 2.9684 -0.4993 0.1253
N 2.1134 0.6128 0.3521
C 0.4757 0.2795 -0.2604
C -0.7500 0.4724 -1.0405
N -1.9642 -0.2826 -0.5750
C -2.3252 0.1624 0.8380
H 2.6031 -1.3676 0.9340
H 3.0654 -0.8134 -0.9251
H 3.9378 -0.0806 0.5032
H 2.4340 1.4655 -0.1335
H 0.2345 -0.4759 0.5180
H -0.8324 1.0802 -1.8582
H -2.7901 -0.1077 -1.1560
H -1.8854 -1.2912 -0.5338
H -3.1836 -0.4340 0.9787
H -1.4805 0.0329 1.4441
H -2.6207 1.2466 0.7892


(5)
74
Properties=species:S:1:pos:R:3 method="wB97M-V/def2-TZVPD" largest_force_ev_per_a=2.61 multiplicity=1 energy_ev=-1020830.60523 lumo_energy_ha=-0.018 gap_ev=8.6
O -3.6176 -2.9191 1.7547
O -3.4656 -2.3212 0.4667
C -3.5528 -0.9221 0.5674
C -4.9854 -0.4511 0.7835
C -5.2038 0.8137 1.4223
C -6.4587 1.2874 1.6363
C -7.5540 0.4863 1.2371
N -8.8642 0.7510 1.3752
S -9.6605 -0.4614 0.7213
N -8.4570 -1.4209 0.2434
C -7.3412 -0.7700 0.6012
C -6.0170 -1.2377 0.3796
H -3.8849 -2.2215 2.3727
H -2.9100 -0.5392 1.3698
H -3.1934 -0.4615 -0.3505
H -4.3270 1.3786 1.7160
H -6.6219 2.2539 2.0943
H -5.8618 -2.1959 -0.0952
Br -15.4276 -0.0674 0.3015
C -14.3083 0.6705 -1.1082
C -13.6595 -0.4135 -1.9266
Br -12.1639 -1.2295 -0.9814
H -13.5876 1.3246 -0.6286
H -14.9777 1.2619 -1.7288
H -13.2301 0.0016 -2.8358
H -14.3456 -1.2144 -2.1821
Br -10.7032 2.1383 -1.0037
C -10.0001 3.9436 -1.1603
C -10.2796 4.7479 0.0806
Br -12.1357 5.3245 0.1569
H -10.4368 4.3789 -2.0530
H -8.9281 3.8240 -1.3025
H -9.6928 5.6637 0.0808
H -10.0851 4.1897 0.9909
Br -1.0318 -1.5021 0.0114
C 0.4295 -2.6383 -0.5933
C 1.0114 -3.4353 0.5430
Br 2.1527 -2.3351 1.6726
H 1.1616 -1.9971 -1.0751
H -0.0124 -3.3018 -1.3338
H 1.6571 -4.2254 0.1654
H 0.2524 -3.8656 1.1885
Br 4.0605 2.2829 2.7608
C 4.3995 0.7285 1.6403
C 5.0432 1.1111 0.3370
Br 3.7535 1.8875 -0.8966
H 3.4486 0.2261 1.5021
H 5.0670 0.0950 2.2204
H 5.4289 0.2269 -0.1669
H 5.8400 1.8381 0.4586
Br 4.2626 -2.0999 -1.6990
C 5.3907 -1.2734 -3.0502
C 6.1107 -2.2974 -3.8836
Br 7.5998 -3.0661 -2.8984
H 6.0716 -0.6094 -2.5258
H 4.7150 -0.6841 -3.6661
H 6.5508 -1.8284 -4.7607
H 5.4768 -3.1213 -4.1937
Br 8.8892 0.3143 -1.1784
C 10.4111 -0.7665 -1.7182
C 11.0132 -1.5011 -0.5516
Br 12.0803 -0.3222 0.5688
H 11.1141 -0.0978 -2.2039
H 10.0166 -1.4715 -2.4468
H 11.7028 -2.2660 -0.9012
H 10.2650 -1.9537 0.0908
Br 14.8203 3.7369 3.1846
C 14.5272 1.8151 3.2026
C 15.7927 1.0549 2.9074
Br 16.2369 1.1028 1.0153
H 13.7390 1.6108 2.4853
H 14.1736 1.5874 4.2056
H 15.6653 0.0011 3.1455
H 16.6517 1.4462 3.4422


(6)
9
Properties=species:S:1:pos:R:3 method="wB97M-V/def2-TZVPD" largest_force_ev_per_a=3.10 multiplicity=2 energy_ev=-38762.16540 lumo_energy_ha="-0.389 / -0.387" e_above_lowest_kcal_mol=58.94 total_charge=+2 gap_ev="2.2 / 5.9"
O 0.9835 -0.2683 0.1056
C 2.1034 -0.0113 -0.1047
O 3.2663 -0.0935 -0.1587
Yb 5.7584 0.7290 0.2167
C -1.7812 0.3978 0.0238
C -2.6722 -0.5056 -0.0448
H -1.4375 1.4296 0.0718
H -3.6953 -0.0924 0.0429
H -2.5254 -1.5852 -0.1526


(7)
13
Properties=species:S:1:pos:R:3 method="wB97M-V/def2-TZVPD" smiles="CNNC(=O)C=O" largest_force_ev_per_a=9.34 multiplicity=1 energy_ev=-10278.38968 lumo_energy_ha=-0.031 e_above_lowest_kcal_mol=147.77 gap_ev=8.7
C 1.9660 0.0566 0.6445
N 1.4333 -0.7516 -0.5898
N 0.1525 -1.0809 -0.3552
C -0.9343 -0.4209 0.2143
O -1.9610 -1.0037 0.3459
C -1.1775 1.2861 -0.1424
O 0.0676 1.8448 -0.1392
H 2.1663 -0.6217 1.4090
H 2.8645 0.6628 0.4654
H 1.0488 0.8267 0.8268
H 1.3255 0.1209 -1.2426
H -0.1230 -2.0378 -0.4874
H -2.3611 1.6173 -0.3075


(8)
48
Properties=species:S:1:pos:R:3 method="wB97M-V/def2-TZVPD" smiles="COC[C@]1(CCCCS(=O)(=O)O)COS(=O)(=O)O1.O=[N+]([O-])c1ccccc1" largest_force_ev_per_a=1.53 multiplicity=1 energy_ev=-58490.12315 lumo_energy_ha=-0.024 gap_ev=9.7
C 1.7976 4.0818 -0.8465
O 1.4912 3.2269 0.2457
C 0.1821 2.7160 0.2638
C 0.0684 1.2831 -0.2569
C -1.1464 0.5983 0.3901
C -2.4721 0.9364 -0.2896
C -3.6546 0.6978 0.6448
C -4.9762 1.1907 0.0438
S -5.2265 2.9380 0.2247
O -6.6255 3.2217 0.1964
O -4.4266 3.4694 1.2902
O -4.5714 3.4217 -1.1545
C 1.3580 0.4917 -0.1352
O 1.2525 -0.5994 -1.0842
S 0.2163 -0.2053 -2.2256
O 0.8470 -0.1080 -3.4907
O -0.9179 -1.0521 -2.0876
O -0.0740 1.2756 -1.7182
H 1.6611 5.1280 -0.5579
H 2.8419 3.9246 -1.1130
H 1.1705 3.8652 -1.7142
H -0.1648 2.7421 1.2962
H -0.4895 3.3459 -0.3301
H -0.9889 -0.4817 0.4021
H -1.1992 0.9145 1.4341
H -2.6064 0.3577 -1.2019
H -2.4724 1.9969 -0.5598
H -3.4943 1.2102 1.5939
H -3.7862 -0.3720 0.8219
H -4.9662 1.0208 -1.0339
H -5.8451 0.7135 0.4907
H -4.3605 4.3670 -1.0647
H 1.6672 0.2091 0.8659
H 2.1602 1.1044 -0.5490
O 1.0851 -2.1561 1.2174
N 2.1476 -2.4186 1.7448
O 2.5999 -1.8344 2.7112
C 2.9471 -3.5038 1.1533
C 2.4686 -4.1324 0.0183
C 3.2320 -5.1413 -0.5465
C 4.4445 -5.5021 0.0263
C 4.9009 -4.8580 1.1691
C 4.1498 -3.8456 1.7435
H 1.5249 -3.8337 -0.4133
H 2.8796 -5.6430 -1.4370
H 5.0381 -6.2882 -0.4214
H 5.8449 -5.1421 1.6135
H 4.4878 -3.3308 2.6302


Copy entry 6 word for word.
9
Properties=species:S:1:pos:R:3 method="wB97M-V/def2-TZVPD" largest_force_ev_per_a=3.10 multiplicity=2 energy_ev=-38762.16540 lumo_energy_ha="-0.389 / -0.387" e_above_lowest_kcal_mol=58.94 total_charge=+2 gap_ev="2.2 / 5.9"
O 0.9835 -0.2683 0.1056
C 2.1034 -0.0113 -0.1047
O 3.2663 -0.0935 -0.1587
Yb 5.7584 0.7290 0.2167
C -1.7812 0.3978 0.0238
C -2.6722 -0.5056 -0.0448
H -1.4375 1.4296 0.0718
H -3.6953 -0.0924 0.0429
H -2.5254 -1.5852 -0.1526


Copy entry 8 word for word.
48
Properties=species:S:1:pos:R:3 method="wB97M-V/def2-TZVPD" smiles="COC[C@]1(CCCCS(=O)(=O)O)COS(=O)(=O)O1.O=[N+]([O-])c1ccccc1" largest_force_ev_per_a=1.53 multiplicity=1 energy_ev=-58490.12315 lumo_energy_ha=-0.024 gap_ev=9.7
C 1.7976 4.0818 -0.8465
O 1.4912 3.2269 0.2457
C 0.1821 2.7160 0.2638
C 0.0684 1.2831 -0.2569
C -1.1464 0.5983 0.3901
C -2.4721 0.9364 -0.2896
C -3.6546 0.6978 0.6448
C -4.9762 1.1907 0.0438
S -5.2265 2.9380 0.2247
O -6.6255 3.2217 0.1964
O -4.4266 3.4694 1.2902
O -4.5714 3.4217 -1.1545
C 1.3580 0.4917 -0.1352
O 1.2525 -0.5994 -1.0842
S 0.2163 -0.2053 -2.2256
O 0.8470 -0.1080 -3.4907
O -0.9179 -1.0521 -2.0876
O -0.0740 1.2756 -1.7182
H 1.6611 5.1280 -0.5579
H 2.8419 3.9246 -1.1130
H 1.1705 3.8652 -1.7142
H -0.1648 2.7421 1.2962
H -0.4895 3.3459 -0.3301
H -0.9889 -0.4817 0.4021
H -1.1992 0.9145 1.4341
H -2.6064 0.3577 -1.2019
H -2.4724 1.9969 -0.5598
H -3.4943 1.2102 1.5939
H -3.7862 -0.3720 0.8219
H -4.9662 1.0208 -1.0339
H -5.8451 0.7135 0.4907
H -4.3605 4.3670 -1.0647
H 1.6672 0.2091 0.8659
H 2.1602 1.1044 -0.5490
O 1.0851 -2.1561 1.2174
N 2.1476 -2.4186 1.7448
O 2.5999 -1.8344 2.7112
C 2.9471 -3.5038 1.1533
C 2.4686 -4.1324 0.0183
C 3.2320 -5.1413 -0.5465
C 4.4445 -5.5021 0.0263
C 4.9009 -4.8580 1.1691
C 4.1498 -3.8456 1.7435
H 1.5249 -3.8337 -0.4133
H 2.8796 -5.6430 -1.4370
H 5.0381 -6.2882 -0.4214
H 5.8449 -5.1421 1.6135
H 4.4878 -3.3308 2.6302